{
  "formula": "C48H96O17",
  "method": "ωB97M-V/def2-TZVPD",
  "homo_ev": -8.8,
  "smiles": "CCOC(C)=O.CCOC(C)=O.CCOC(C)=O.CCOC(C)=O.CCOC(C)=O.C1CCOC1.C1CCOC1.C1CCOC1.C1CCOC1.C1CCOC1.C1CCOC1.C1CCOC1",
  "multiplicity": 1,
  "symbols": ["C", "C", "O", "C", "C", "O", "H", "H", "H", "H", "H", "H", "H", "H", "C", "C", "O", "C", "C", "O", "H", "H", "H", "H", "H", "H", "H", "H", "C", "C", "O", "C", "C", "O", "H", "H", "H", "H", "H", "H", "H", "H", "C", "C", "O", "C", "C", "O", "H", "H", "H", "H", "H", "H", "H", "H", "C", "C", "O", "C", "C", "O", "H", "H", "H", "H", "H", "H", "H", "H", "C", "C", "C", "O", "C", "H", "H", "H", "H", "H", "H", "H", "H", "C", "C", "C", "O", "C", "H", "H", "H", "H", "H", "H", "H", "H", "C", "C", "C", "O", "C", "H", "H", "H", "H", "H", "H", "H", "H", "C", "C", "C", "O", "C", "H", "H", "H", "H", "H", "H", "H", "H", "C", "C", "C", "O", "C", "H", "H", "H", "H", "H", "H", "H", "H", "C", "C", "C", "O", "C", "H", "H", "H", "H", "H", "H", "H", "H", "C", "C", "C", "O", "C", "H", "H", "H", "H", "H", "H", "H", "H"],
  "positions_angstrom": [[4.1764, -2.5338, 6.4662], [4.5920, -2.6953, 5.0265], [4.2459, -1.4918, 4.3201], [3.2877, -1.4825, 3.3242], [2.9971, -0.1623, 2.7286], [2.8880, -2.4983, 2.8387], [4.8006, -1.6597, 6.8602], [4.3400, -3.4508, 6.9456], [3.1366, -2.2004, 6.5012], [5.7142, -2.8840, 4.9534], [4.1228, -3.5355, 4.5369], [3.0279, 0.5967, 3.4983], [2.0558, -0.1680, 2.2524], [3.7133, 0.1044, 1.9192], [-5.8312, 1.1497, 5.2175], [-5.2449, 1.3008, 3.9029], [-4.5956, 2.5480, 3.7464], [-3.9931, 2.7236, 2.5190], [-3.5795, 4.1246, 2.3594], [-4.0282, 1.7901, 1.7010], [-5.0949, 1.3176, 5.9857], [-6.2476, 0.1490, 5.4548], [-6.5931, 1.9438, 5.3729], [-4.5161, 0.5327, 3.7415], [-5.9481, 1.1762, 3.0495], [-3.2195, 4.5224, 3.3240], [-4.3966, 4.7518, 2.0894], [-2.7468, 4.1944, 1.6234], [4.7081, 1.1742, -4.8663], [4.9682, -0.1129, -5.5917], [3.9002, -0.9950, -5.2191], [4.1301, -2.3232, -4.9967], [2.8229, -3.1066, -4.8733], [5.2382, -2.8517, -4.9402], [4.7758, 1.0195, -3.8132], [3.7598, 1.6503, -5.1480], [5.5176, 1.8389, -5.1915], [4.8472, -0.1074, -6.6680], [5.9379, -0.5719, -5.4089], [2.5661, -3.2706, -3.8256], [3.1958, -4.1118, -5.1499], [1.9943, -2.5902, -5.4099], [1.5630, 3.2715, 6.6078], [0.7495, 3.2706, 5.3778], [1.6245, 3.7292, 4.3741], [1.1155, 3.6944, 3.1225], [2.0191, 4.1841, 2.0294], [0.0398, 3.1956, 2.8503], [0.9661, 2.8921, 7.4070], [1.8096, 4.2950, 6.8571], [2.5034, 2.6879, 6.4978], [0.2890, 2.3007, 5.0649], [-0.1847, 3.8805, 5.3883], [1.7045, 5.1914, 1.6968], [1.8390, 3.5167, 1.1909], [3.0403, 4.1470, 2.2178], [1.8680, -7.1805, -3.6058], [1.0735, -6.0264, -3.0085], [1.7962, -5.7667, -1.7532], [1.3713, -4.7567, -0.9998], [2.1241, -4.6090, 0.3417], [0.4669, -3.9849, -1.3537], [2.8903, -6.9083, -3.8201], [1.3883, -7.6084, -4.4977], [1.8690, -7.9604, -2.8686], [1.1761, -5.1025, -3.5633], [0.0166, -6.2171, -2.8056], [1.7544, -3.8013, 0.9671], [3.2189, -4.5127, 0.3470], [1.8181, -5.5269, 0.7956], [5.7439, -0.8107, -0.4047], [5.3534, 0.6563, -0.0769], [6.2554, 1.3825, -1.0795], [6.2555, 0.5281, -2.2106], [5.6836, -0.7452, -1.9136], [5.0111, -1.5197, -0.0205], [6.6901, -1.1147, 0.1179], [5.5745, 0.8612, 0.9999], [4.3050, 0.8313, -0.2604], [7.3037, 1.4854, -0.7053], [5.9694, 2.3425, -1.4817], [6.2763, -1.5257, -2.4167], [4.6652, -0.8252, -2.2884], [-1.6499, -0.2269, -5.2437], [-2.3553, -1.5958, -5.1358], [-1.4592, -2.2825, -4.1090], [-0.1408, -1.8874, -4.4799], [-0.1833, -0.5027, -4.9678], [-2.0403, 0.4293, -4.4657], [-1.7525, 0.2683, -6.2506], [-2.3642, -2.1089, -6.1113], [-3.4002, -1.5334, -4.6688], [-1.5037, -3.3404, -4.1916], [-1.6981, -1.9723, -3.0925], [0.3514, -0.5575, -5.8593], [0.3347, 0.2284, -4.2524], [-2.4566, -1.6908, 1.1684], [-2.6428, -2.0064, -0.3876], [-4.0013, -2.5760, -0.5006], [-4.3291, -3.2025, 0.7235], [-3.4668, -2.6635, 1.7462], [-2.7434, -0.6619, 1.4273], [-1.4680, -1.7234, 1.6061], [-1.8658, -2.8042, -0.6378], [-2.5415, -1.1479, -1.0272], [-4.1355, -3.2588, -1.3266], [-4.7310, -1.8037, -0.7447], [-2.9962, -3.5502, 2.1800], [-4.0465, -2.2418, 2.5282], [-1.7944, -1.1127, 5.6098], [-1.9272, -0.0710, 4.5168], [-0.5599, -0.1216, 3.8147], [0.3563, -0.3570, 4.8983], [-0.2814, -0.8939, 6.0517], [-2.0246, -2.1171, 5.2230], [-2.5065, -0.9840, 6.4224], [-2.1049, 0.9614, 4.8388], [-2.7031, -0.2438, 3.7489], [-0.2104, 0.8267, 3.3393], [-0.5371, -0.9021, 3.0615], [-0.2736, -0.1860, 6.9270], [0.2799, -1.8199, 6.3587], [-1.6676, 3.6765, -2.8988], [-2.9830, 4.4776, -3.0594], [-2.5152, 5.9133, -2.7164], [-1.2396, 5.8358, -2.0359], [-0.5668, 4.7617, -2.7000], [-1.5166, 3.1437, -3.8452], [-1.6228, 2.9751, -2.1246], [-3.7894, 4.1102, -2.4171], [-3.2285, 4.4693, -4.1245], [-3.2076, 6.5222, -2.0744], [-2.2947, 6.4321, -3.6486], [0.2506, 4.4392, -2.0966], [-0.2359, 5.1216, -3.7198], [-5.3345, 1.5768, -3.0376], [-6.6011, 1.4243, -2.1901], [-6.1506, 1.0340, -0.8156], [-4.9037, 0.4496, -1.1009], [-4.2526, 1.3767, -2.0265], [-5.3578, 2.6082, -3.4289], [-5.1554, 0.9302, -3.9625], [-7.2888, 0.6340, -2.5941], [-7.1773, 2.3651, -2.1754], [-6.8051, 0.2809, -0.3931], [-5.9993, 1.9058, -0.1912], [-3.3681, 0.8889, -2.3857], [-3.8736, 2.2645, -1.6316], [0.4831, -0.4673, -1.2824], [-0.4510, 0.5334, -0.6865], [0.4311, 1.7245, -0.4387], [1.5677, 1.1054, 0.1728], [1.8224, -0.0852, -0.5762], [0.6681, -0.2314, -2.3432], [0.0599, -1.4895, -1.1578], [-0.9385, 0.3030, 0.2522], [-1.1562, 0.8417, -1.4609], [0.0052, 2.3803, 0.3015], [0.7420, 2.2757, -1.2812], [2.1694, -0.7762, 0.1449], [2.6321, 0.0559, -1.2619]],
  "lowdin_charge": [-0.067, -0.241, -0.033, -0.497, 0.032, 0.098, 0.108, 0.054, 0.072, 0.141, 0.103, 0.093, 0.052, 0.083, -0.076, -0.293, -0.018, -0.468, 0.022, 0.063, 0.072, 0.099, 0.094, 0.082, 0.141, 0.099, 0.082, 0.103, -0.056, -0.217, -0.047, -0.495, 0.027, 0.062, 0.042, 0.084, 0.089, 0.122, 0.120, 0.075, 0.093, 0.085, -0.065, -0.264, 0.002, -0.497, 0.043, 0.067, 0.069, 0.079, 0.101, 0.112, 0.139, 0.107, 0.066, 0.061, -0.061, -0.179, -0.023, -0.494, 0.031, 0.047, 0.074, 0.084, 0.068, 0.092, 0.128, 0.061, 0.092, 0.073, -0.155, -0.160, -0.191, -0.175, -0.203, 0.102, 0.132, 0.119, 0.077, 0.126, 0.112, 0.129, 0.104, -0.171, -0.146, -0.204, -0.172, -0.174, 0.082, 0.127, 0.115, 0.129, 0.112, 0.100, 0.087, 0.125, -0.130, -0.145, -0.238, -0.115, -0.192, 0.089, 0.079, 0.123, 0.072, 0.116, 0.099, 0.118, 0.094, -0.136, -0.170, -0.180, -0.175, -0.175, 0.112, 0.100, 0.118, 0.085, 0.112, 0.090, 0.118, 0.119, -0.151, -0.143, -0.186, -0.155, -0.184, 0.107, 0.056, 0.087, 0.110, 0.132, 0.108, 0.094, 0.133, -0.161, -0.168, -0.220, -0.153, -0.186, 0.097, 0.132, 0.124, 0.112, 0.128, 0.109, 0.092, 0.074, -0.109, -0.170, -0.196, -0.152, -0.166, 0.091, 0.102, 0.109, 0.096, 0.109, 0.100, 0.092, 0.092]
}